Entry from the Open Molecules 2025 dataset: 2 unconnected molecules or ions with the total composition C3H13N4 (the ωB97M-V functional and the def2-TZVPD basis).

Output
net charge	+1
E_LUMO	-2.614	eV
calculated total energy	-340.81236	Ha
energy above the lowest of the compared OMol25 structures with the same formula, charge and spin	82.3	kcal/mol
gap between HOMO and LUMO	11.558	eV

Each line ends with the Mulliken charge.
Element x y z (Å)
C1 -1.85716 0.56257 1.05089  -1.07
C2 -0.50638 1.19270 1.02617  -0.54
C3 0.42528 0.37908 -0.40804  0.36
N1 0.46131 -0.80662 -0.94786  -0.32
N2 1.92451 0.99786 -2.19504  -0.68
N3 1.03359 1.39439 -1.09398  0.01
N4 -0.23780 -2.52592 0.96907  -0.87
H1 -2.50131 0.87176 0.30828  0.39
H2 -1.81339 -0.49841 0.93815  0.21
H3 -2.37796 0.70034 1.97699  0.35
H4 0.14994 1.22565 1.90244  0.38
H5 -0.39267 2.14921 0.73659  0.43
H6 1.06666 -0.90941 -1.79765  0.30
H7 0.26833 -1.69851 -0.26430  0.46
H8 2.80029 1.53357 -2.24055  0.29
H9 1.53645 1.28860 -3.09556  0.25
H10 0.89502 2.29455 -0.65469  0.18
H11 -0.86920 -3.32325 0.68125  0.27
H12 0.67082 -2.74062 1.27026  0.30
H13 -0.67631 -2.08753 1.83761  0.29

Forces on atoms 1 to 3 (eV/Å):
0.66 -0.56 1.59
2.28 -4.63 -1.75
-0.16 2.91 0.26


Entry from the Open Molecules 2025 dataset: 2 unconnected molecules or ions with the total composition C3H13N4 (the ωB97M-V functional and the def2-TZVPD basis).

Output
net charge	+2
2S+1	2
E_LUMO (spin up / spin down)	-7.441 / -12.329	eV
calculated total energy	-340.42180	Ha
energy above the lowest of the compared OMol25 structures with the same formula, charge and spin	18.8	kcal/mol
gap between HOMO and LUMO (spin up / spin down)	11.345 / 6.457	eV

Each line ends with the Mulliken charge.
Element x y z (Å)
C1 -1.04505 1.12035 -2.44588  -0.69
N1 -0.23483 -2.23156 -1.11857  -0.33
C2 -0.20564 -0.94209 -1.44251  0.17
N2 -1.18188 -0.27383 -2.00177  -0.16
H1 -1.08048 1.18262 -3.52587  0.33
H2 -0.04262 1.45654 -2.15149  0.27
H3 -1.83136 1.77006 -2.01966  0.29
H4 -1.02531 -2.80473 -1.19988  0.22
H5 0.55607 -2.60349 -0.60349  0.25
H6 0.70649 -0.39111 -1.30415  0.39
H7 -2.07060 -0.75703 -2.24400  0.28
N3 1.05809 1.86857 1.75480  -0.21
C3 0.98602 0.83556 2.77255  -0.52
N4 0.57020 -0.50662 2.35503  -0.22
H8 1.55966 1.50370 0.93445  0.27
H9 0.08220 2.05516 1.43379  0.32
H10 2.02590 0.74419 3.28732  0.38
H11 0.28165 1.18838 3.55140  0.41
H12 -0.32525 -0.50190 1.85234  0.27
H13 1.27055 -0.92119 1.75786  0.29

Forces on atoms 1 to 3 (eV/Å):
0.25 0.44 0.25
1.67 1.74 0.65
-1.09 -0.60 -0.77


Entry from the Open Molecules 2025 dataset: C3H13N4O2PS2 in the gas phase (the ωB97M-V functional and the def2-TZVPD basis).

Output
E_LUMO	0.335	eV
calculated total energy	-1629.28552	Ha
SMILES string	CN=P(N)(N)SS(=O)(=O)N(C)C
energy above the lowest of the compared OMol25 structures with the same formula, charge and spin	38.4	kcal/mol
gap between HOMO and LUMO	8.910	eV

Each line ends with the Mulliken charge.
Element x y z (Å)
C1 3.35636 1.62087 1.80617  -0.79
N1 1.97615 2.08165 2.05891  -0.53
P1 0.80705 1.02973 1.61155  0.73
N2 0.95281 -0.51719 2.17566  -0.53
N3 -0.63130 1.63014 2.12115  -0.42
S1 0.52080 0.73027 -0.62011  -0.29
S2 -0.94388 -0.73752 -0.31910  1.16
O1 -2.02137 -0.12126 0.44855  -0.65
O2 -0.25181 -1.91598 0.17487  -0.69
N4 -1.66800 -1.27755 -1.71242  -0.05
C2 -2.73340 -0.51463 -2.27592  -0.74
C3 -0.77785 -1.83486 -2.69274  -0.94
H1 4.00397 2.26092 2.53247  0.24
H2 3.50796 0.62903 2.11360  0.30
H3 3.46289 1.73687 0.68948  0.24
H4 1.99963 -0.61822 2.12942  0.23
H5 0.77206 -1.28023 1.60055  0.41
H6 -0.66355 2.55106 2.60605  0.28
H7 -1.36151 1.46327 1.56870  0.24
H8 -2.09405 0.28347 -2.87279  0.29
H9 -3.31635 -1.20835 -2.95723  0.29
H10 -3.35271 -0.18587 -1.40244  0.24
H11 -0.30674 -0.98513 -3.17857  0.42
H12 0.08209 -2.45745 -2.19650  0.21
H13 -1.31924 -2.36303 -3.40930  0.37

Forces on atoms 1 to 3 (eV/Å):
-0.55 2.84 0.20
-2.39 -2.59 -1.14
1.30 3.02 1.47


Entry from the Open Molecules 2025 dataset: 3 unconnected molecules or ions with the total composition C3H13NO2 (the ωB97M-V functional and the def2-TZVPD basis).

Output
E_LUMO	0.752	eV
calculated total energy	-327.26042	Ha
SMILES string	CN(C)C.O.O
energy above the lowest of the compared OMol25 structures with the same formula, charge and spin	51.1	kcal/mol
gap between HOMO and LUMO	9.298	eV

Each line ends with the Mulliken charge.
Element x y z (Å)
C1 1.88485 -0.24296 1.04682  -1.06
N1 0.48996 0.01314 0.70751  -0.04
C2 0.30214 0.08065 -0.76203  -0.92
C3 -0.39161 -0.91736 1.38685  -1.25
H1 2.00172 -0.75094 1.99895  0.40
H2 2.44453 0.69558 1.11721  0.31
H3 2.43266 -0.79667 0.27349  0.31
H4 -0.69626 -0.32649 -0.93951  0.27
H5 0.14567 1.14456 -0.93380  0.23
H6 1.01861 -0.41138 -1.41423  0.40
H7 0.12370 -1.76630 1.83775  0.36
H8 -1.36879 -1.07876 0.94340  0.57
H9 -0.86626 -0.47221 2.29220  0.33
O1 -3.04599 -0.02208 0.21685  -0.66
H10 -3.60578 -0.10346 0.99761  0.32
H11 -2.24043 0.34463 0.58718  0.37
O2 0.45404 1.39042 -3.43658  -0.65
H12 -0.20418 2.02490 -3.13800  0.32
H13 1.12141 1.19472 -2.78167  0.39

Forces on atoms 1 to 3 (eV/Å):
0.57 0.87 -0.17
0.54 -1.09 -0.54
-1.88 0.76 1.59


Entry from the Open Molecules 2025 dataset: a molecular structure, C3H13NO2 (the ωB97M-V functional and the def2-TZVPD basis).

Output
E_LUMO	-0.811	eV
calculated total energy	-327.17706	Ha
energy above the lowest of the compared OMol25 structures with the same formula, charge and spin	103.4	kcal/mol
gap between HOMO and LUMO	7.777	eV

Each line ends with the Mulliken charge.
Element x y z (Å)
C1 1.74961 0.77918 0.94576  -1.37
C2 0.75330 0.05047 0.08212  1.44
C3 0.43166 0.75964 -1.21180  -1.37
N1 1.08345 -1.25220 -0.12834  -0.52
H1 1.90533 0.28332 1.91197  0.40
H2 2.69574 0.77779 0.40400  0.37
H3 1.42981 1.80377 1.13413  0.38
H4 -0.40329 0.00013 0.68739  -0.68
H5 1.34078 0.75680 -1.78565  0.41
H6 -0.35955 0.23728 -1.75877  0.35
H7 0.09109 1.77502 -1.04961  0.36
H8 0.23329 -1.77735 -0.42348  0.31
H9 1.42179 -1.70645 0.71777  0.29
H10 -0.86281 0.04031 1.29543  0.49
H11 -3.22541 0.88898 -0.15748  0.24
O1 -2.27842 0.76427 -0.07544  -0.73
H12 -2.08140 -0.31885 -0.06460  0.37
H13 -2.27530 -2.25746 -0.41879  0.15
O2 -1.64967 -1.60466 -0.10460  -0.87

Forces on atoms 1 to 3 (eV/Å):
-0.47 0.14 0.76
3.34 -0.39 -1.73
-1.64 0.06 0.30


Entry from the Open Molecules 2025 dataset: 3 unconnected molecules or ions with the total composition C3H13NO2 (the ωB97M-V functional and the def2-TZVPD basis).

Output
net charge	+1
2S+1	2
E_LUMO (spin up / spin down)	-3.289 / -8.410	eV
calculated total energy	-326.99927	Ha
energy above the lowest of the compared OMol25 structures with the same formula, charge and spin	9.3	kcal/mol
gap between HOMO and LUMO (spin up / spin down)	11.648 / 6.527	eV

Each line ends with the Mulliken charge.
Element x y z (Å)
C1 1.36833 -0.62414 -0.65730  -0.50
C2 -0.12312 -0.18569 -0.85720  0.06
C3 -0.77189 -0.90965 -2.02874  -1.30
N1 1.97985 0.16283 0.35353  -0.07
H1 1.86535 -0.44291 -1.62041  0.33
H2 1.48191 -1.68005 -0.41211  0.39
H3 -0.13365 0.90681 -0.93441  0.35
H4 -0.72502 -0.42513 0.02210  0.04
H5 -0.18779 -0.79760 -2.94580  0.38
H6 -1.69808 -0.37368 -2.25042  0.35
H7 -0.96550 -1.93063 -1.71133  0.36
H8 1.71973 1.14676 0.23349  0.29
H9 1.80894 -0.09793 1.31709  0.33
H10 -1.25409 -0.84639 2.06067  0.25
H11 -2.54007 -1.36562 2.59399  0.33
O1 -2.17496 -0.95298 1.80239  -0.62
H12 0.03982 2.93080 2.47358  0.30
H13 -0.01553 2.97368 0.89761  0.32
O2 0.32575 2.51151 1.66326  -0.61

Forces on atoms 1 to 3 (eV/Å):
1.23 -1.06 -0.22
-0.71 0.56 0.59
0.39 0.78 -0.11


Entry from the Open Molecules 2025 dataset: 3 unconnected molecules or ions with the total composition C3H13NO2S (the ωB97M-V functional and the def2-TZVPD basis).

Output
E_LUMO	0.619	eV
calculated total energy	-725.48835	Ha
SMILES string	CNCCS.O.O
energy above the lowest of the compared OMol25 structures with the same formula, charge and spin	20.7	kcal/mol
gap between HOMO and LUMO	9.734	eV

Each line ends with the Mulliken charge.
Element x y z (Å)
C1 -1.59082 -0.16867 -1.14848  -0.93
N1 -0.56543 0.68785 -0.57015  -0.21
C2 0.49785 -0.09455 0.06900  -0.53
C3 1.71873 0.71553 0.43505  -0.64
S1 3.12716 -0.39447 0.91412  -0.25
H1 -2.31984 -0.46897 -0.40179  0.27
H2 -1.16486 -1.06439 -1.63251  0.28
H3 -2.10426 0.35746 -1.95348  0.35
H4 -0.17522 1.26769 -1.30461  0.23
H5 0.01371 -0.61132 0.90242  0.27
H6 0.83682 -0.90696 -0.58276  0.42
H7 2.12232 1.15599 -0.47960  0.29
H8 1.51823 1.57755 1.07137  0.38
H9 3.22247 -0.29086 2.24924  0.12
O1 -0.00589 -3.36979 0.08403  -0.60
H10 0.06515 -4.28392 -0.11570  0.29
H11 -0.94533 -3.20642 -0.14215  0.31
O2 -1.73770 3.25265 0.88785  -0.65
H12 -1.67899 2.31192 0.94358  0.31
H13 -0.83409 3.53367 0.77457  0.31

Forces on atoms 1 to 3 (eV/Å):
0.22 -0.06 -0.58
0.35 0.23 0.07
-0.65 -0.49 -0.19


Entry from the Open Molecules 2025 dataset: 3 unconnected molecules or ions with the total composition C3H13NO2S (the ωB97M-V functional and the def2-TZVPD basis).

Output
E_LUMO	0.425	eV
calculated total energy	-725.48792	Ha
SMILES string	CNCCS.O.O
energy above the lowest of the compared OMol25 structures with the same formula, charge and spin	21.0	kcal/mol
gap between HOMO and LUMO	8.951	eV

Each line ends with the Mulliken charge.
Element x y z (Å)
C1 1.97591 2.20861 -0.07586  -0.94
N1 0.64095 1.79872 -0.48825  -0.39
C2 0.61460 0.55387 -1.27635  -0.78
C3 0.04638 -0.60732 -0.49949  -0.27
S1 0.60216 -2.19181 -1.20860  -0.27
H1 2.66283 1.36609 0.08283  0.31
H2 1.93245 2.88999 0.77485  0.35
H3 2.44735 2.76013 -0.88344  0.30
H4 0.06184 1.67668 0.33674  0.33
H5 0.04183 0.77171 -2.17269  0.26
H6 1.62093 0.37248 -1.63602  0.46
H7 0.36595 -0.57390 0.53732  0.24
H8 -1.04446 -0.59646 -0.45031  0.30
H9 -0.52585 -2.90210 -1.08874  0.11
O1 -3.21779 -1.13860 0.73075  -0.63
H10 -3.95680 -0.97344 0.13382  0.31
H11 -3.37832 -2.00320 1.11866  0.31
O2 -0.47354 1.81559 2.88140  -0.65
H12 -0.76302 0.92823 3.11261  0.32
H13 0.48853 1.84405 2.99294  0.32

Forces on atoms 1 to 3 (eV/Å):
0.11 -0.03 -0.53
-0.12 -0.26 0.46
-0.07 1.24 -0.07